{"formula": "C36H50AsBF4N2RuS", "method": "the ωB97M-V functional and the def2-TZVPD basis", "de_lowest_ev": 0.000, "energy_ev": -126915.9185, "total_charge": 2, "orbital_gap_ev": [6.50, 5.04], "multiplicity": 5, "s2": 6.03, "lumo_energy_ev": [-7.31, -8.80], "homo_ev": [-13.8, -13.8], "elements": ["Ru", "C", "C", "C", "C", "C", "C", "C", "C", "C", "C", "C", "C", "C", "C", "C", "C", "C", "H", "H", "H", "H", "H", "H", "H", "H", "H", "H", "H", "H", "H", "H", "H", "H", "H", "H", "H", "H", "H", "H", "H", "H", "H", "H", "H", "H", "H", "S", "C", "C", "C", "N", "C", "C", "C", "C", "C", "N", "C", "C", "H", "H", "H", "H", "H", "H", "H", "H", "C", "As", "C", "C", "C", "C", "C", "C", "C", "C", "H", "H", "H", "H", "H", "H", "H", "H", "H", "H", "H", "H", "H", "F", "B", "F", "F", "F"], "coordinates": [[0.404, 0.545, 0.268], [-0.825, 2.325, 1.122], [-0.536, 1.537, 2.267], [0.934, 1.511, 2.361], [1.407, 2.454, 1.372], [0.336, 3.090, 0.727], [0.329, 4.407, 0.021], [-0.066, 5.386, 1.164], [1.710, 4.797, -0.502], [-0.734, 4.498, -1.076], [1.887, 1.065, 3.477], [1.465, 1.814, 4.755], [1.928, -0.440, 3.745], [3.326, 1.488, 3.145], [-1.691, 1.000, 3.106], [-2.030, 2.109, 4.127], [-2.948, 0.799, 2.240], [-1.417, -0.308, 3.845], [-1.817, 2.502, 0.740], [2.444, 2.689, 1.204], [0.659, 5.364, 1.979], [-1.058, 5.166, 1.563], [-0.083, 6.395, 0.752], [2.444, 4.845, 0.305], [1.651, 5.794, -0.938], [2.069, 4.118, -1.270], [-1.731, 4.254, -0.702], [-0.498, 3.855, -1.920], [-0.774, 5.525, -1.438], [0.555, 1.405, 5.190], [1.319, 2.879, 4.569], [2.257, 1.711, 5.497], [0.951, -0.899, 3.835], [2.469, -0.619, 4.674], [2.478, -0.943, 2.952], [3.448, 2.571, 3.134], [3.662, 1.084, 2.186], [3.988, 1.098, 3.917], [-2.282, 3.042, 3.619], [-1.216, 2.305, 4.820], [-2.900, 1.797, 4.705], [-3.348, 1.739, 1.860], [-3.727, 0.358, 2.859], [-2.776, 0.129, 1.398], [-0.675, -0.196, 4.630], [-1.098, -1.104, 3.164], [-2.338, -0.638, 4.324], [-4.161, -2.680, -3.230], [-3.001, -1.711, -2.407], [-2.333, -0.600, -2.937], [-1.412, 0.074, -2.174], [-1.108, -0.287, -0.907], [-1.763, -1.356, -0.386], [-2.688, -2.077, -1.079], [-4.316, -1.858, -4.800], [-3.473, -2.185, -5.851], [-3.663, -1.522, -7.057], [-4.609, -0.607, -7.247], [-5.419, -0.321, -6.234], [-5.318, -0.918, -4.982], [-2.522, -0.264, -3.946], [-0.871, 0.914, -2.579], [-1.515, -1.622, 0.636], [-3.175, -2.919, -0.606], [-2.701, -2.935, -5.746], [-3.028, -1.742, -7.907], [-6.188, 0.417, -6.426], [-6.003, -0.660, -4.186], [3.649, -1.607, 0.626], [1.747, -1.655, 0.321], [1.072, -3.071, 1.453], [1.578, -2.347, -1.519], [1.960, -3.793, -1.569], [3.283, -4.168, -1.800], [3.639, -5.508, -1.818], [2.677, -6.486, -1.605], [1.354, -6.122, -1.389], [1.000, -4.783, -1.369], [4.037, -2.577, 0.313], [3.877, -1.457, 1.678], [4.086, -0.816, 0.025], [1.656, -3.966, 1.238], [0.028, -3.280, 1.228], [1.180, -2.799, 2.498], [2.224, -1.712, -2.122], [0.549, -2.182, -1.837], [4.031, -3.409, -1.999], [4.665, -5.790, -2.010], [2.955, -7.531, -1.623], [0.600, -6.884, -1.246], [-0.038, -4.502, -1.218], [2.519, 0.852, -0.811], [2.035, 1.416, -2.074], [0.721, 1.920, -1.638], [1.803, 0.397, -2.956], [2.829, 2.412, -2.495]], "lowdin_charge": [1.374, -0.052, -0.140, -0.133, -0.025, -0.167, -0.534, -0.002, -0.008, -0.017, -0.519, -0.012, -0.044, -0.040, -0.520, -0.003, -0.036, -0.030, 0.125, 0.127, 0.098, 0.093, 0.106, 0.096, 0.107, 0.077, 0.086, 0.082, 0.103, 0.067, 0.105, 0.106, 0.047, 0.113, 0.026, 0.100, 0.085, 0.106, 0.098, 0.073, 0.108, 0.091, 0.104, 0.060, 0.072, 0.077, 0.104, 1.112, -0.484, -0.010, -0.073, -0.108, -0.172, -0.064, -0.534, -0.073, -0.112, 0.089, -0.113, -0.069, 0.124, 0.117, 0.093, 0.124, 0.115, 0.119, 0.119, 0.113, -0.219, 1.178, -0.232, -0.263, -0.322, -0.051, -0.052, -0.056, -0.059, -0.068, 0.043, 0.029, 0.044, 0.053, 0.029, 0.022, 0.079, 0.065, 0.120, 0.116, 0.116, 0.114, 0.108, -0.026, -1.220, -0.002, 0.179, 0.230]}

{"formula": "C36H50BN6O7P2PtSb", "method": "the ωB97M-V functional and the def2-TZVPD basis", "de_lowest_ev": 0.644, "energy_ev": -90445.6207, "total_charge": 2, "orbital_gap_ev": 6.48, "multiplicity": 1, "lumo_energy_ev": -6.81, "homo_ev": -13.3, "elements": ["Pt", "C", "N", "C", "P", "O", "O", "P", "O", "N", "C", "C", "N", "C", "C", "N", "C", "C", "H", "H", "H", "H", "H", "H", "H", "H", "H", "H", "H", "H", "H", "H", "H", "H", "H", "H", "H", "H", "H", "H", "H", "H", "C", "C", "N", "O", "C", "C", "N", "O", "H", "H", "H", "H", "H", "H", "H", "C", "C", "C", "C", "C", "C", "Sb", "C", "C", "C", "C", "C", "C", "C", "C", "C", "C", "C", "C", "H", "H", "H", "H", "H", "H", "H", "H", "H", "H", "H", "H", "H", "H", "H", "O", "B", "O", "C", "C", "C", "C", "C", "C", "H", "H", "H", "H"], "coordinates": [[0.309, -0.048, -0.113], [-1.500, -2.871, 1.843], [-2.698, -2.118, 1.466], [-3.806, -2.940, 0.991], [-2.693, -0.510, 1.274], [-1.304, 0.056, 1.458], [-3.285, -0.237, -0.203], [-2.685, 0.539, -1.460], [-1.296, 1.070, -1.260], [-3.719, 1.778, -1.664], [-5.155, 1.517, -1.765], [-3.300, 2.971, -2.400], [-2.676, -0.625, -2.603], [-1.875, -0.430, -3.808], [-3.760, -1.590, -2.766], [-3.775, 0.294, 2.181], [-3.382, 0.617, 3.558], [-5.214, 0.102, 2.019], [-1.079, -3.399, 0.989], [-1.768, -3.599, 2.611], [-0.751, -2.201, 2.255], [-3.488, -3.546, 0.140], [-4.648, -2.324, 0.679], [-4.149, -3.603, 1.786], [-5.424, 0.595, -1.253], [-5.472, 1.441, -2.808], [-5.703, 2.334, -1.296], [-2.219, 3.081, -2.367], [-3.744, 3.851, -1.934], [-3.628, 2.927, -3.441], [-1.092, 0.303, -3.628], [-2.486, -0.093, -4.650], [-1.411, -1.377, -4.090], [-4.390, -1.620, -1.882], [-3.340, -2.586, -2.914], [-4.380, -1.341, -3.631], [-2.318, 0.832, 3.606], [-3.623, -0.197, 4.248], [-3.924, 1.510, 3.867], [-5.473, -0.040, 0.973], [-5.725, 0.997, 2.373], [-5.578, -0.753, 2.597], [2.859, -0.963, -3.519], [1.783, -0.910, -2.494], [1.509, 0.210, -1.845], [2.433, 1.218, -2.038], [0.972, -2.034, -2.187], [1.107, -3.398, -2.754], [0.027, -1.787, -1.261], [-0.827, -2.675, -1.069], [2.932, -0.013, -4.044], [2.674, -1.757, -4.234], [3.823, -1.142, -3.037], [2.012, 2.044, -1.739], [2.077, -3.528, -3.225], [0.331, -3.615, -3.492], [0.987, -4.121, -1.947], [5.566, 2.585, 2.624], [4.547, 3.049, 3.439], [3.220, 2.893, 3.055], [2.921, 2.269, 1.851], [3.948, 1.804, 1.032], [5.268, 1.963, 1.418], [0.944, 2.125, 1.173], [0.980, 3.712, -0.204], [1.582, 4.907, 0.187], [1.693, 5.951, -0.718], [1.220, 5.806, -2.015], [0.624, 4.619, -2.411], [0.498, 3.570, -1.506], [-0.155, 2.762, 2.819], [-0.955, 3.895, 2.738], [-1.607, 4.349, 3.879], [-1.455, 3.676, 5.082], [-0.660, 2.538, 5.155], [-0.012, 2.073, 4.022], [6.597, 2.707, 2.927], [4.780, 3.537, 4.375], [2.433, 3.259, 3.702], [3.730, 1.301, 0.096], [6.065, 1.603, 0.782], [1.974, 5.029, 1.191], [2.158, 6.878, -0.414], [1.319, 6.621, -2.718], [0.249, 4.512, -3.420], [-0.004, 2.659, -1.802], [-1.071, 4.430, 1.803], [-2.224, 5.236, 3.828], [-1.953, 4.042, 5.970], [-0.542, 2.017, 6.096], [0.607, 1.184, 4.082], [1.674, -2.495, 0.896], [1.552, -1.130, 1.055], [2.269, -0.651, 2.123], [2.887, -1.776, 2.662], [3.743, -1.844, 3.734], [4.223, -3.114, 4.049], [3.851, -4.238, 3.314], [2.986, -4.146, 2.224], [2.527, -2.886, 1.928], [4.029, -0.963, 4.291], [4.904, -3.229, 4.880], [4.245, -5.205, 3.592], [2.696, -5.012, 1.647]], "lowdin_charge": [1.257, -0.067, -0.268, -0.064, 0.537, -0.392, -0.246, 0.496, -0.400, -0.281, -0.073, -0.065, -0.285, -0.073, -0.070, -0.278, -0.062, -0.073, 0.073, 0.103, 0.073, 0.097, 0.071, 0.100, 0.064, 0.097, 0.100, 0.059, 0.099, 0.096, 0.074, 0.096, 0.090, 0.069, 0.096, 0.096, 0.055, 0.100, 0.098, 0.064, 0.099, 0.098, 0.033, -0.226, -0.103, -0.018, -0.277, 0.005, -0.202, -0.048, 0.100, 0.092, 0.122, 0.061, 0.086, 0.098, 0.097, -0.055, -0.058, -0.107, -0.363, -0.119, -0.056, 1.643, -0.358, -0.100, -0.047, -0.048, -0.056, -0.170, -0.377, -0.101, -0.058, -0.057, -0.068, -0.146, 0.115, 0.115, 0.097, 0.090, 0.115, 0.109, 0.119, 0.118, 0.116, 0.053, 0.103, 0.115, 0.117, 0.118, 0.112, 0.147, -0.725, 0.114, -0.177, 0.027, -0.055, -0.055, 0.027, -0.176, 0.127, 0.114, 0.114, 0.128]}